# 1
C4H4GdLiO2 as an isolated structure, computed with wB97M-V/def2-TZVPD.

Positions of all 12 atoms, in Å:
O -1.7182 0.4176 -1.8067
C -1.5035 -0.0558 -0.6375
C -2.0185 0.3234 0.5624
H -1.0145 0.2103 -2.4450
H -1.9749 -0.4113 1.3738
H -2.8285 1.0685 0.5691
C 1.8076 -1.3930 -0.7158
C 2.0164 -0.4694 0.0592
O 1.9220 0.4116 0.9942
Gd 0.0023 1.6245 1.4565
H 1.8536 -2.0925 -1.5307
Li 3.4563 0.3660 2.1204

Results
frontier orbital gap (alpha / beta) = 7.7050 / 4.6425 eV
2S+1 = 9
charge = +3
expectation value of S² = 20.51
strongest force on any atom = 1.79 eV/A


# 2
A 2-piece molecular cluster, CH3N4O overall, computed with wB97M-V/def2-TZVPD.

Positions of all 9 atoms, in Å:
C 0.7513 -0.0464 0.1094
N -2.0453 0.1363 0.0850
N -1.3219 0.7103 -0.5375
N 0.1150 -0.8966 0.6672
N 1.8592 0.3761 -0.3561
O -1.0027 -1.1846 1.0325
H -3.0877 -0.0366 0.1101
H 2.4040 0.9711 0.1719
H 2.3283 -0.0296 -1.2825

Results
frontier orbital gap = 9.5672 eV
relative energy (zero: lowest compared OMol25 entry of this formula, charge and spin) = 306.66 kJ/mol
charge = +1
strongest force on any atom = 4.95 eV/A


# 3
C25H21F2NO5PS as an isolated structure, computed with wB97M-V/def2-TZVPD.

Positions of all 56 atoms, in Å:
C 5.9460 -0.0274 0.1197
C 5.0059 -0.8071 -0.7658
O 3.6585 -0.3918 -0.3679
C 2.6987 -0.9046 -1.1742
C 1.4091 0.0077 -1.1620
P 0.0068 -0.9281 -1.8700
C 0.1013 -2.6999 -1.4733
C 0.5871 -3.2077 -0.2628
C 0.6727 -4.5950 -0.0491
C 0.2712 -5.4972 -1.0391
C -0.2159 -5.0001 -2.2567
C -0.3005 -3.6156 -2.4634
C -1.5932 -0.4587 -1.1273
C -1.9937 -0.8179 0.1687
C -3.1989 -0.3447 0.7123
C -4.0728 0.4131 -0.0718
C -3.7377 0.6894 -1.4049
C -2.5152 0.2441 -1.9209
O -0.0218 -0.7218 -3.3639
O 2.9125 -1.8877 -1.8588
H 6.9949 -0.2882 -0.0865
H 5.8117 1.0519 -0.0312
H 5.7247 -0.2386 1.1729
H 5.1594 -0.5743 -1.8324
H 5.0758 -1.8926 -0.5886
H 1.0837 0.2322 -0.1131
H 0.9153 -2.5336 0.5258
H 1.0780 -4.9678 0.8945
H 0.3490 -6.5761 -0.8764
H -0.5158 -5.6923 -3.0503
H -0.6541 -3.2421 -3.4260
H -1.3421 -1.4349 0.7812
H -3.4495 -0.5435 1.7623
H -5.0083 0.7904 0.3544
H -4.4241 1.2709 -2.0322
H -2.2430 0.4702 -2.9508
F 3.8802 2.6442 -0.5494
C 2.5514 2.2477 -0.3717
F 1.7866 3.3151 0.0039
S 2.1985 1.3064 -2.0597
N -0.6231 1.7864 0.3969
C -1.3147 2.9803 0.1844
O -1.4783 3.6356 -0.8194
C -1.9967 3.2929 1.4914
C -1.5338 2.3827 2.4304
C -2.1436 2.2285 3.6643
C -3.2364 3.0694 3.9653
C -3.7102 4.0135 3.0001
C -3.1003 4.1113 1.7322
C -0.5420 1.4984 1.7301
O 0.1067 0.6053 2.3285
H 2.4239 1.6772 0.5515
H -1.7352 1.4622 4.3276
H -3.7226 3.0026 4.9513
H -4.5536 4.6742 3.2436
H -3.4328 4.7851 0.9259

Results
frontier orbital gap = 8.1610 eV
relative energy (zero: lowest compared OMol25 entry of this formula, charge and spin) = 16.80 kJ/mol
charge = -1
strongest force on any atom = 3.70 eV/A


# 4
C26H34O2PtS8Sb as an isolated structure, computed with wB97M-V/def2-TZVPD.

Positions of all 72 atoms, in Å:
Pt 0.4572 0.4259 0.4818
C -1.1683 3.6847 1.8127
C 0.3340 3.8578 1.6162
S 1.3562 2.5220 0.8827
C 1.4545 3.0038 -0.8641
C 0.1079 3.1830 -1.5336
S -0.9422 1.7038 -1.3669
C -2.6003 2.4511 -1.3407
C -3.1441 3.0601 -0.0603
S -2.2550 4.4942 0.6086
H -1.4190 4.0648 2.8020
H -1.4298 2.6351 1.8256
H 0.8147 4.0111 2.5808
H 0.5795 4.7204 0.9924
H 2.0451 2.2123 -1.3261
H 2.0356 3.9261 -0.9056
H 0.2456 3.3841 -2.5960
H -0.4333 4.0161 -1.0884
H -3.2531 1.6400 -1.6687
H -2.5744 3.1901 -2.1434
H -3.2490 2.3146 0.7282
H -4.1484 3.4247 -0.2835
O 1.5593 -0.0728 -1.3054
C 0.9606 -1.1966 -1.3319
O 0.0244 -1.3585 -0.4688
C 1.3409 -2.2871 -2.2263
C 2.3937 -2.1150 -3.1203
C 2.7386 -3.1531 -3.9674
C 2.0361 -4.3511 -3.9194
C 0.9889 -4.5230 -3.0218
C 0.6379 -3.4899 -2.1713
H 2.9257 -1.1742 -3.1453
H 3.5545 -3.0321 -4.6667
H 2.3098 -5.1593 -4.5849
H 0.4504 -5.4603 -2.9882
H -0.1773 -3.6012 -1.4676
C -2.9897 0.3818 -4.9044
Sb -1.7185 -1.0000 -3.8498
C -3.0067 -1.2275 -2.1277
C -2.4555 -2.7370 -4.8685
H -4.0124 0.3186 -4.5338
H -2.9864 0.1234 -5.9629
H -2.6293 1.4050 -4.8024
H -3.3903 -2.2472 -2.1014
H -3.8570 -0.5481 -2.1990
H -2.4653 -1.0423 -1.2000
H -3.5444 -2.7298 -4.8977
H -2.1161 -3.6362 -4.3548
H -2.0682 -2.7541 -5.8864
C 3.6655 -1.8181 3.3145
C 3.0507 -2.4914 2.2739
C 2.1266 -1.8462 1.4583
C 1.8247 -0.5109 1.6849
C 2.4390 0.1722 2.7267
C 3.3541 -0.4859 3.5377
H 4.3749 -2.3279 3.9522
H 3.2687 -3.5360 2.0944
H 1.6346 -2.4229 0.6919
H 2.2062 1.2023 2.9503
H 3.8235 0.0548 4.3501
C 0.3894 2.3265 6.3226
S -0.3083 1.9653 4.6971
C -0.2033 0.2244 4.6231
C -0.5754 -0.4776 3.5354
S -1.2055 0.2322 2.0863
S -0.4037 -2.2158 3.6345
C 0.3132 -2.2810 5.2048
S 0.9054 -3.6185 5.9101
S 0.4374 -0.6975 5.9456
H 0.3557 3.4103 6.4164
H 1.4229 1.9944 6.3948
H -0.2131 1.8889 7.1153

Results
frontier orbital gap (alpha / beta) = 5.9050 / 5.9065 eV
relative energy (zero: lowest compared OMol25 entry of this formula, charge and spin) = 130.96 kJ/mol
charge = +1
strongest force on any atom = 0.60 eV/A


# 5
One molecule with the formula C4H5NO, computed with wB97M-V/def2-TZVPD.

Positions of all 11 atoms, in Å:
O 1.2604 0.1119 1.8553
C 0.5747 0.0120 0.8702
C 0.8316 -0.6729 -0.4806
C -0.2434 0.2267 -1.1301
N -1.4569 -0.0551 -0.4142
C -0.6651 0.7322 0.4897
H 1.8606 -0.5658 -0.8293
H 0.5586 -1.7356 -0.4985
H -0.1019 1.3555 -0.7806
H -1.4803 -1.0021 -0.0432
H -1.1383 1.5932 0.9613

Results
frontier orbital gap = 9.7385 eV
SMILES = O=C1C[C@H]2N[C@@H]12
relative energy (zero: lowest compared OMol25 entry of this formula, charge and spin) = 407.28 kJ/mol
charge = 0
strongest force on any atom = 2.05 eV/A


# 6
An isolated ion of composition C7H11BrN3 and charge +1, computed with wB97M-V/def2-TZVPD.

Positions of all 22 atoms, in Å:
C 0.7580 -0.9478 2.2609
N 0.6557 -0.4505 0.9687
C 1.5011 -0.2493 0.0148
C 0.9547 0.1777 -1.1779
C 1.5540 0.0128 -2.3971
N 1.0692 0.3708 -3.5733
C -0.5245 0.4051 -0.9027
Br -1.7561 -0.9450 -2.0323
C -0.6525 -0.0248 0.5482
C -1.7687 0.2549 1.3539
N -2.8738 0.8233 0.8463
H 0.9992 -0.0634 3.0065
H 1.4230 -1.8378 2.2568
H -0.2378 -1.3906 2.4979
H 2.5956 -0.4441 0.4367
H 2.6315 -0.2158 -2.4404
H -0.0027 0.4448 -3.6101
H 1.5914 0.1043 -4.3497
H -1.1747 1.2327 -1.2142
H -1.8542 0.0724 2.4485
H -3.5106 1.2770 1.4066
H -2.9569 0.8539 -0.0909

Results
frontier orbital gap = 7.5817 eV
SMILES = CN1C=C(C=[NH2+])[C@@H](Br)/C1=C\N
relative energy (zero: lowest compared OMol25 entry of this formula, charge and spin) = 42.17 kJ/mol
charge = +1
strongest force on any atom = 5.27 eV/A


# 7
A 3-piece molecular cluster, C2H9N6 overall, computed with wB97M-V/def2-TZVPD.

Positions of all 17 atoms, in Å:
C 0.6697 1.1720 -0.3074
C -0.8733 3.0647 0.3746
N -0.8304 0.7918 1.1905
N -0.2645 -0.2872 0.9357
N -0.3086 1.7304 0.4631
N 0.6626 -0.0878 0.0101
N 1.3216 -1.1358 -0.4375
N -0.2194 -3.4386 -0.2252
H 1.5641 1.6971 -1.4867
H -0.6050 3.7176 -0.3891
H -1.9193 3.0734 0.2574
H -0.7466 3.6796 1.2100
H 1.9514 -1.0943 -1.3218
H 1.1649 -2.1066 -0.0893
H -0.7403 -2.8491 0.4696
H 0.0783 -4.3021 0.3019
H -0.9050 -3.6250 -0.9559

Results
frontier orbital gap (alpha / beta) = 6.2972 / 7.1183 eV
2S+1 = 3
relative energy (zero: lowest compared OMol25 entry of this formula, charge and spin) = 457.59 kJ/mol
charge = +1
expectation value of S² = 2.01
strongest force on any atom = 10.30 eV/A


# 8
A 3-piece molecular cluster, C16H38BrN2O overall, computed with wB97M-V/def2-TZVPD.

Positions of all 58 atoms, in Å:
Br -2.2088 1.6976 -0.6912
C -2.3871 -1.8086 -1.4979
C -2.2891 -2.8999 -0.4577
N -2.3118 -2.4423 0.9748
C -3.6692 -1.9501 1.3206
C -1.9235 -3.6620 1.7756
C -2.3066 -3.6823 3.2348
C -1.3783 -1.2885 1.2503
C 0.0824 -1.6018 1.1966
O 0.6221 -2.0937 2.3983
C 0.8905 -1.0874 3.3611
H -2.4373 -2.2748 -2.4809
H -1.5913 -1.0735 -1.4785
H -3.3090 -1.2393 -1.3621
H -1.3294 -3.4027 -0.6066
H -3.0653 -3.6478 -0.5865
H -3.6711 -1.6577 2.3607
H -4.3935 -2.7126 1.0584
H -3.8326 -1.0356 0.7484
H -0.8508 -3.7699 1.6695
H -2.3197 -4.5438 1.2656
H -3.3175 -3.3318 3.4039
H -1.6422 -3.0277 3.8121
H -2.1645 -4.6713 3.6578
H -1.6263 -0.9486 2.2540
H -1.6099 -0.4958 0.5407
H 0.6129 -0.7132 0.8297
H 0.2830 -2.3560 0.4241
H 0.0018 -0.4908 3.5955
H 1.6779 -0.4111 3.0095
H 1.2259 -1.5870 4.2647
C 1.7636 -0.6918 -2.9282
C 2.2663 0.3482 -1.9194
C 1.2221 1.4562 -1.7767
N 1.6926 2.6634 -1.0055
C 1.9079 2.2612 0.4086
C 2.9551 3.2194 -1.6353
C 2.8681 4.7144 -1.3718
C 1.4006 4.9815 -1.6573
C 0.6627 3.7918 -1.0445
H 0.7798 -1.0537 -2.6237
H 2.4406 -1.5458 -2.9276
H 1.7279 -0.2887 -3.9368
H 3.2250 0.7506 -2.2629
H 2.5189 -0.1618 -0.9865
H 0.3680 1.0218 -1.2588
H 0.9229 1.8131 -2.7590
H 0.9744 1.8255 0.7661
H 2.1527 3.1437 0.9928
H 2.6928 1.5149 0.4819
H 3.7876 2.6760 -1.2041
H 2.8560 3.0211 -2.7020
H 3.0952 4.9267 -0.3238
H 3.5196 5.3007 -2.0108
H 1.0249 5.9306 -1.2811
H 1.2340 5.0113 -2.7392
H 0.4518 4.0189 -0.0024
H -0.2729 3.5604 -1.5375

Results
frontier orbital gap = 8.2775 eV
relative energy (zero: lowest compared OMol25 entry of this formula, charge and spin) = 37.73 kJ/mol
charge = +1
strongest force on any atom = 1.33 eV/A


# 9
C3H6N2OS as an isolated structure, computed with wB97M-V/def2-TZVPD.

Positions of all 13 atoms, in Å:
C -1.6767 0.0963 -1.0676
C 1.4956 -0.0931 -0.6991
C -0.4639 -0.6676 1.1813
N -1.8839 -0.2106 -2.1581
N -1.5759 0.4256 0.1843
O 0.8698 1.5736 1.2759
S 1.1785 0.1522 1.1072
H 2.2012 0.6787 -0.9953
H 0.5912 0.0002 -1.2935
H 1.9371 -1.0753 -0.8343
H -0.5213 -1.6403 0.7165
H -0.9151 -0.5931 2.1585
H -1.2366 1.3534 0.4242

Results
frontier orbital gap = 9.7187 eV
relative energy (zero: lowest compared OMol25 entry of this formula, charge and spin) = 361.86 kJ/mol
charge = 0
strongest force on any atom = 5.21 eV/A


# 10
An isolated ion of composition C5H6PS and charge -1, computed with wB97M-V/def2-TZVPD.

Positions of all 13 atoms, in Å:
C 0.4080 -1.7533 0.1429
C -0.0302 -0.4139 0.1746
C -1.3143 -0.0285 0.1567
P -1.4108 1.7479 0.0570
C 0.4092 1.8967 -0.1199
C 0.9413 0.6753 0.0008
S 2.6862 0.4503 0.0537
H 0.0452 -2.5194 0.8620
H 1.5020 -1.7134 0.2705
H 0.2802 -2.3343 -0.7721
H -2.2572 -0.5117 0.4650
H -2.2135 1.6481 -1.1972
H 0.9540 2.8561 -0.0938

Results
frontier orbital gap = 6.7820 eV
SMILES = Cc1c[pH]cc1[S-]
relative energy (zero: lowest compared OMol25 entry of this formula, charge and spin) = 56.35 kJ/mol
charge = -1
strongest force on any atom = 4.75 eV/A


# 11
A 7-piece molecular cluster, C27H68BNO14 overall, computed with wB97M-V/def2-TZVPD.

Positions of all 111 atoms, in Å:
N -1.9877 -5.1636 -5.0170
B -1.7849 -4.1408 -5.9756
C -0.8243 -2.9356 -5.7257
C -0.8158 -2.3433 -4.3075
C -1.5028 -1.0209 -4.3174
O -0.9768 -0.0366 -4.7858
O -2.7514 -0.9763 -3.8248
H -2.5581 -5.8899 -5.4058
H -2.3980 -4.9166 -4.1304
H -2.3114 -4.2455 -7.0500
H -1.0653 -2.1562 -6.4143
H 0.1634 -3.2765 -5.9598
H -1.2139 -3.0180 -3.5760
H 0.1843 -2.1080 -4.0344
H -2.9112 -1.7654 -3.3171
C -5.8765 -3.2269 -0.0419
O -4.7573 -2.6271 -0.6765
C -3.9074 -1.9337 0.2156
C -2.6739 -2.7193 0.5889
O -2.9935 -3.8695 1.3469
C -2.9560 -5.0733 0.6015
H -6.3319 -3.9052 -0.7599
H -5.5768 -3.7938 0.8410
H -6.6123 -2.4699 0.2492
H -4.4575 -1.6554 1.1176
H -3.5942 -1.0118 -0.2869
H -2.0510 -2.0767 1.2202
H -2.0961 -2.9903 -0.2997
H -1.9220 -5.3674 0.3917
H -3.5030 -4.9815 -0.3396
H -3.4225 -5.8454 1.2084
C 3.2865 3.7030 -1.8316
O 2.1846 3.7002 -2.7186
C 1.9681 2.4431 -3.3460
C 0.8446 1.6712 -2.7025
O 1.1572 1.2929 -1.3668
C 0.6694 2.1865 -0.3804
H 3.2300 4.6172 -1.2434
H 3.2607 2.8457 -1.1558
H 4.2331 3.6975 -2.3844
H 2.8876 1.8511 -3.3371
H 1.7008 2.6394 -4.3888
H 0.6775 0.7656 -3.2812
H -0.0764 2.2596 -2.7253
H -0.4199 2.1300 -0.2747
H 0.9585 3.2139 -0.6117
H 1.1252 1.8964 0.5644
C -6.8700 0.2529 6.4304
O -5.7161 -0.5114 6.1370
C -5.9991 -1.8238 5.6876
C -5.8815 -1.9445 4.1888
O -6.8645 -1.1762 3.5140
C -6.3773 0.0524 3.0129
H -6.5540 1.2871 6.5475
H -7.6062 0.1963 5.6260
H -7.3320 -0.0825 7.3658
H -6.9964 -2.1343 6.0113
H -5.2684 -2.4930 6.1518
H -6.0324 -2.9906 3.9053
H -4.8773 -1.6510 3.8688
H -5.7468 -0.1177 2.1326
H -5.8071 0.6039 3.7635
H -7.2324 0.6533 2.7118
C 3.4081 -2.4669 4.2456
O 2.2181 -3.2095 4.0434
C 1.0624 -2.5773 4.5600
C 0.2713 -1.8821 3.4798
O 0.9681 -0.7922 2.9040
C 1.6724 -1.1023 1.7115
H 4.1834 -2.9134 3.6278
H 3.2878 -1.4229 3.9531
H 3.7235 -2.5132 5.2937
H 1.3318 -1.8632 5.3432
H 0.4372 -3.3551 5.0094
H -0.6512 -1.4759 3.9076
H -0.0029 -2.5927 2.6935
H 0.9957 -1.3180 0.8771
H 2.3552 -1.9385 1.8750
H 2.2649 -0.2257 1.4581
C -0.7754 7.6254 -4.3564
O 0.6257 7.4548 -4.2984
C 1.0398 6.0983 -4.4052
C 1.5239 5.7751 -5.7957
O 0.4862 5.8522 -6.7596
C 0.5000 7.0468 -7.5138
H -0.9707 8.6880 -4.4887
H -1.2145 7.0783 -5.1935
H -1.2479 7.2940 -3.4241
H 0.2285 5.4243 -4.1193
H 1.8589 5.9478 -3.7049
H 1.9002 4.7475 -5.8053
H 2.3491 6.4393 -6.0681
H 1.3211 7.0404 -8.2402
H 0.5937 7.9268 -6.8732
H -0.4427 7.1019 -8.0541
C 6.0644 0.4727 3.0360
O 6.2935 -0.7612 3.6903
C 7.1515 -1.6303 2.9722
C 8.5554 -1.6221 3.5244
O 9.1856 -0.3667 3.3505
C 9.1977 0.4322 4.5181
H 5.5916 1.1395 3.7539
H 6.9967 0.9248 2.6924
H 5.3905 0.3405 2.1809
H 7.1632 -1.3671 1.9110
H 6.7441 -2.6424 3.0652
H 9.1502 -2.3648 2.9839
H 8.5428 -1.9037 4.5810
H 9.9224 0.0484 5.2447
H 8.2110 0.4793 4.9842
H 9.4973 1.4350 4.2227

Results
frontier orbital gap = 9.1118 eV
SMILES = NBCCC(=O)O.COCCOC.COCCOC.COCCOC.COCCOC.COCCOC.COCCOC
charge = 0
strongest force on any atom = 1.29 eV/A


# 12
C4H3NOS as an isolated structure, computed with wB97M-V/def2-TZVPD.

Positions of all 10 atoms, in Å:
C 1.9990 -0.9233 0.0136
C -1.2951 -0.4937 -0.1366
C -0.9066 0.9074 -0.1214
C -1.0699 2.1041 0.0427
H 2.7451 -0.0233 -0.6896
H 2.0758 -1.9488 1.0628
H -1.4035 3.1168 0.2811
N 0.7866 -0.3710 -0.3671
O -0.1544 -1.2470 0.0036
S -2.7770 -1.1212 -0.0890

Results
frontier orbital gap = 8.5789 eV
relative energy (zero: lowest compared OMol25 entry of this formula, charge and spin) = 713.60 kJ/mol
charge = 0
strongest force on any atom = 9.50 eV/A